No. 1
Computed, not measured: C22H35Cl4FO5 as an isolated structure at a distorted geometry, with wB97M-V/def2-TZVPD.

Last column: natural (NBO) charge in e.
Cartesian coordinates (Å):
1 Cl -2.0593 0.2700 -3.2653  0.090
2 Cl 0.5781 -0.8811 -3.2407  0.084
3 Cl 0.0605 1.5832 -1.9898  0.128
4 Cl 0.0697 1.4656 -4.9189  0.024
5 F 0.7979 -0.6140 2.0038  -0.389
6 O 0.7576 1.5068 1.9782  -0.608
7 O 2.0650 2.2304 -1.0251  -0.633
8 O 2.0912 -2.9487 0.3630  -0.592
9 O 0.8305 3.8874 1.5302  -0.565
10 O -1.4726 -1.9067 -3.3740  -0.616
11 C -0.3578 0.6030 -3.3997  -0.216
12 C 2.5654 -2.2029 2.6264  -0.746
13 C -2.7028 -3.9598 -3.2902  -0.715
14 C 1.6492 -2.7103 1.4874  0.632
15 C -0.6970 4.8592 -0.0348  -0.721
16 C 1.7280 -0.1072 -0.5967  -0.810
17 C 0.6773 2.4141 4.2249  -0.708
18 C -3.4080 -1.7740 -1.9399  -0.730
19 C -0.1368 -1.2138 -0.1566  -0.434
20 C -0.2906 2.3634 0.0751  -0.619
21 C 0.9152 1.3046 3.1710  0.646
22 C 1.2889 -0.1303 3.5675  -0.794
23 C -2.1294 0.7167 0.2756  -0.240
24 C 2.3245 1.0679 -1.3842  0.662
25 C 0.0946 -2.9105 1.6616  -0.714
26 C -2.4569 -2.4492 -2.8957  0.665
27 C -1.1012 -0.9525 -1.1591  -0.260
28 C 3.0825 0.7899 -2.6727  -0.759
29 C -0.1679 -0.4731 1.0395  0.498
30 C -2.1042 0.0310 -0.9429  -0.218
31 C -0.0017 3.6928 0.6254  0.602
32 C -1.1671 0.4841 1.2674  -0.313
33 H -0.0246 3.1013 3.7526  0.246
34 H -2.8293 0.2897 -1.7003  0.186
35 H 1.5951 2.9016 4.5537  0.250
36 H -0.6604 4.6640 -1.1065  0.222
37 H 2.5012 -0.7865 -0.2378  0.248
38 H 1.3143 -0.2840 4.6463  0.172
39 H -1.7212 5.0607 0.2792  0.226
40 H -2.8664 1.4913 0.4281  0.213
41 H -0.1122 5.7179 0.2949  0.240
42 H 0.2145 1.5386 0.5778  0.310
43 H 1.2477 0.3236 0.2818  0.249
44 H -0.8904 -1.3871 -2.1251  0.244
45 H -0.3102 -2.0814 2.2421  0.212
46 H 3.3383 -1.5753 2.1828  0.231
47 H -3.4195 -0.7609 -2.3419  0.208
48 H -1.1868 1.0318 2.1981  0.244
49 H -3.3876 -4.5367 -2.6686  0.220
50 H 2.6106 0.1460 -3.4149  0.252
51 H -0.4528 -2.8779 0.7196  0.250
52 H -1.7065 -4.4015 -3.3129  0.238
53 H 0.7721 -0.9469 3.0632  0.341
54 H 0.0637 2.3314 -0.9552  0.133
55 H 4.0551 0.5056 -2.2711  0.242
56 H -1.3683 2.2359 0.1771  0.224
57 H -3.1311 -4.0419 -4.2892  0.241
58 H 3.0462 -3.0211 3.1627  0.243
59 H -4.4382 -2.1167 -2.0367  0.234
60 H 1.9565 -1.6102 3.3091  0.243
61 H 2.3007 -0.3686 3.2396  0.250
62 H 0.9911 -0.6248 -1.2109  0.286
63 H 3.3209 1.7727 -3.0793  0.235
64 H -0.0522 -3.8560 2.1836  0.238
65 H -3.0415 -1.8276 -0.9147  0.286
66 H 0.6679 -1.9151 -0.3212  0.297
67 H 0.2805 1.8727 5.0837  0.215

Values from the calculation:
- LUMO (Eh) = 0.0121
- total energy (Ha) = -3175.009140
- multiplicity = 1
- Kohn-Sham gap (eV) = 8.2966
- charge = 0
- E_HOMO (hartree) = -0.2928
- molar mass (g/mol) = 540.327


No. 2
Computed, not measured: a 6-piece molecular cluster, C16H18F5NO17 overall at a distorted geometry, with wB97M-V/def2-TZVPD.

Last column: natural (NBO) charge in e.
Cartesian coordinates (Å):
1 F -0.3890 4.5317 -0.1219  -0.338
2 F -0.8736 1.5249 1.8480  -0.320
3 F -1.1444 -5.2758 4.7455  -0.339
4 F -2.9373 2.2020 -5.1915  -0.318
5 F 2.0569 -4.4925 1.6846  -0.340
6 O 4.6141 -3.6442 2.4185  -0.473
7 O -2.8635 0.0097 -8.5752  -0.612
8 O -0.6038 -0.9880 -2.7600  -0.676
9 O -0.3193 -3.2885 4.1762  -0.485
10 O 2.8417 1.6467 0.1443  -0.575
11 O -0.6685 -2.4535 2.0671  -0.575
12 O 1.6056 2.9363 1.5345  -0.483
13 O -0.0196 0.5617 -1.5123  -0.702
14 O 0.9602 5.3124 -2.4846  -0.463
15 O 0.6440 7.5284 -2.3264  -0.601
16 O -3.8433 0.7612 -6.6725  -0.495
17 O 2.7438 -3.0236 3.2992  -0.500
18 O 4.4348 -3.6778 4.6942  -0.597
19 O -1.9485 -0.1919 -6.4886  -0.478
20 O -0.9315 6.0119 -1.6911  -0.501
21 O 1.2969 0.8160 1.5090  -0.469
22 O -2.3129 -2.9034 3.4871  -0.457
23 N -0.0494 -0.6067 -1.7910  0.386
24 C -0.8818 4.6950 -1.3696  0.433
25 C 0.8758 2.6658 2.7217  -0.130
26 C -3.4824 1.0627 -5.3867  0.436
27 C 2.0206 1.7556 1.0312  0.973
28 C 3.8554 -3.0383 1.3661  -0.136
29 C 3.9823 -3.5461 3.5467  0.974
30 C -1.0743 -3.9502 5.1030  0.437
31 C 0.6374 -1.5526 -0.8018  -0.523
32 C 0.2740 6.3672 -2.2230  0.967
33 C 2.4344 -3.2294 1.9719  0.420
34 C -2.8901 0.2216 -7.3558  0.972
35 C -1.0768 -2.8900 3.1407  0.962
36 C 0.3246 1.3351 2.4039  0.442
37 C -2.3786 -3.1855 4.8684  -0.130
38 C 0.0817 4.1832 -2.4368  -0.136
39 C -2.4189 0.0308 -5.1527  -0.149
40 H -0.3487 4.0443 -3.4285  0.202
41 H -1.6317 0.3822 -4.4857  0.266
42 H 1.7511 -2.4890 1.5559  0.214
43 H 4.0962 -1.9943 1.1653  0.208
44 H -3.2831 -3.6670 5.2400  0.216
45 H -0.0466 -2.2807 -0.3658  0.202
46 H -2.2937 -2.2283 5.3829  0.189
47 H 1.3588 -2.0367 -1.4601  0.175
48 H 0.0691 3.3627 2.9487  0.219
49 H 1.6042 2.6397 3.5322  0.181
50 H 0.1836 0.6726 3.2579  0.156
51 H -4.3895 1.0021 -4.7854  0.151
52 H 3.7803 -3.5101 0.3864  0.218
53 H 0.7117 3.3307 -2.1826  0.260
54 H -2.8089 -0.8955 -4.7308  0.201
55 H -0.7863 -3.8159 6.1457  0.174
56 H -1.8908 4.2873 -1.4321  0.168
57 H 1.3476 -1.0259 -0.1643  0.197

Values from the calculation:
- LUMO (spin up / spin down) (Eh) = 0.0626 / 0.0613
- total energy (Ha) = -2453.563020
- <S²> = 0.753
- multiplicity = 2
- Kohn-Sham gap (spin up / spin down) (eV) = 2.1535 / 6.4727
- charge = -1
- E_HOMO (spin up / spin down) (hartree) = -0.0165 / -0.1766
- molar mass (g/mol) = 591.300